# C7H14N4

One molecule with the formula C7H14N4 in a non-equilibrium geometry (wB97M-V/def2-TZVPD, OMol25).

Output
**Kohn-Sham gap**: 8.028 eV
**Energy above the lowest of the compared OMol25 structures with the same formula, charge and spin**: 3.944 eV

Each line ends with the natural charge from an NBO analysis.
CARTESIAN COORDINATES (ANGSTROEM)
1 C -1.0436 0.3149 0.0154  0.08
2 C -2.8134 -0.2952 -1.3965  -0.60
3 C -2.6974 -1.3303 0.8937  -0.62
4 C 2.5915 -0.8281 0.5616  -0.64
5 C 3.2631 1.7222 0.1245  -0.60
6 C -1.9030 -0.8402 -0.2741  -0.23
7 C 2.4786 0.3758 -0.3368  -0.09
8 N -1.9164 2.2922 1.1471  0.04
9 N -1.6205 1.3677 0.5510  0.06
10 N 0.1976 0.1203 -0.2321  -0.19
11 N 1.1140 0.9418 -0.3711  -0.21
12 H -3.3257 -1.1461 -1.8737  0.21
13 H -2.1081 0.0140 -2.1675  0.21
14 H -3.4877 0.5293 -1.1130  0.21
15 H -3.5686 -0.7710 1.0411  0.21
16 H -2.0251 -1.2560 1.7773  0.21
17 H -3.0702 -2.3528 0.8965  0.22
18 H 1.8779 -0.8533 1.4796  0.22
19 H 3.7073 -0.9439 0.8610  0.22
20 H 2.3719 -1.7058 -0.0380  0.22
21 H 3.2221 1.9236 1.1526  0.21
22 H 2.8963 2.5525 -0.4535  0.22
23 H 4.3824 1.6457 -0.0825  0.20
24 H -1.2038 -1.4877 -0.7721  0.24
25 H 2.6808 0.0105 -1.3905  0.20


# C9H15F6N3O3PZr

C9H15F6N3O3PZr as an isolated structure (wB97M-V/def2-TZVPD, OMol25).

Output
**Kohn-Sham gap (alpha / beta)**: 8.124 / 7.729 eV
**Energy above the lowest of the compared OMol25 structures with the same formula, charge and spin**: 0.000 eV
**Total charge**: +2
**2S+1**: 2

Each line ends with the natural charge from an NBO analysis.
CARTESIAN COORDINATES (ANGSTROEM)
1 Zr -1.2583 -0.5055 -0.7200  2.52
2 N -3.5490 -1.0351 -0.7780  -0.89
3 C -4.3249 -0.4090 0.3234  -0.33
4 C -3.8311 1.0179 0.4524  0.66
5 O -4.5087 1.9725 0.6553  -0.44
6 N -2.3973 1.0999 0.2525  -0.74
7 C -1.9200 2.3368 -0.0323  -0.20
8 C -1.5396 2.2179 -1.9348  0.88
9 O -1.5121 3.2395 -2.4883  -0.34
10 O -1.3449 0.9767 -2.1738  -0.76
11 H -3.9424 -0.7067 -1.6623  0.43
12 H -3.6823 -2.0443 -0.7883  0.43
13 H -4.1337 -0.9507 1.2517  0.25
14 H -5.3947 -0.4295 0.1302  0.27
15 H -0.8714 2.5242 0.2003  0.24
16 H -2.5889 3.1859 0.0809  0.28
17 C 3.8390 1.4744 -1.0281  -0.59
18 C 3.3565 0.6472 0.1782  -0.19
19 C 3.4835 1.4416 1.4922  -0.59
20 C 4.0826 -0.7033 0.2624  -0.59
21 C 1.9299 0.3839 -0.0226  0.71
22 N 0.8065 0.1748 -0.1803  -0.68
23 H 4.8990 1.6790 -0.8782  0.26
24 H 3.3193 2.4292 -1.1000  0.23
25 H 3.7291 0.9288 -1.9644  0.23
26 H 4.5428 1.6417 1.6521  0.26
27 H 3.1152 0.8736 2.3458  0.23
28 H 2.9656 2.3984 1.4392  0.23
29 H 5.1421 -0.4955 0.4100  0.26
30 H 3.9792 -1.2769 -0.6582  0.23
31 H 3.7365 -1.3000 1.1056  0.23
32 F -1.1725 -1.7926 1.0246  -0.60
33 P -0.8046 -3.5438 0.9414  2.74
34 F -1.1417 -2.1841 -1.6175  -0.63
35 F 0.5679 -3.0258 0.4707  -0.50
36 F -0.7600 -3.7027 2.4353  -0.48
37 F -0.5311 -4.9485 0.4059  -0.50
38 F -2.2858 -3.5900 0.5172  -0.50


# C3H9N2O2S

A 2-piece molecular cluster, C3H9N2O2S overall (wB97M-V/def2-TZVPD, OMol25).

Output
**Kohn-Sham gap (alpha / beta)**: 5.840 / 5.158 eV
**Energy above the lowest of the compared OMol25 structures with the same formula, charge and spin**: 1.141 eV
**Total charge**: -2
**2S+1**: 2

Each line ends with the natural charge from an NBO analysis.
CARTESIAN COORDINATES (ANGSTROEM)
1 N 1.7569 0.5260 -0.5024  -0.87
2 C 0.3548 0.9078 -0.5311  -0.02
3 C -0.4159 -0.0565 -1.4398  -0.53
4 S 0.2166 0.0843 -3.1792  -0.78
5 C -0.1541 0.9464 1.0011  0.22
6 N -0.2492 -0.3009 1.6785  -0.80
7 O -1.2770 1.6505 1.0676  -0.54
8 H 2.3426 1.2883 -0.1927  0.32
9 H 2.0131 0.2400 -1.4448  0.39
10 H 0.1663 1.9146 -0.9116  0.17
11 H -0.3940 -1.0626 -1.0236  0.24
12 H -1.4612 0.2514 -1.4670  0.19
13 H 0.7134 1.4708 1.4715  0.14
14 H -0.7348 -0.1851 2.5515  0.35
15 H -1.5267 -3.6181 0.7187  0.40
16 H -0.2755 -1.2665 1.3018  0.47
17 O -1.0756 -2.7905 0.9016  -1.36